Entry 1:
ORCA calculation (ωB97M-V with the def2-TZVPD basis set) on a structure of composition C26H70N2O12V at a distorted geometry.

The geometry in XYZ format:
```
111
Properties=species:S:1:pos:R:3:forces:R:3
V 10.1952 -11.9773 10.0670 -1.934 2.832 -1.407
O 10.5315 -9.9548 9.6064 0.028 -2.478 0.118
C 9.3451 -9.5014 8.9737 -0.488 1.231 0.690
C 8.4342 -10.5766 8.3900 0.653 0.576 -0.332
O 8.2917 -11.7265 9.1835 2.079 -0.548 1.105
H 9.5334 -8.7472 8.1948 0.435 -0.372 -0.251
H 8.8113 -8.8753 9.7090 -0.339 -0.425 0.092
H 8.9001 -10.8196 7.4196 -0.341 -0.240 -0.109
H 7.4664 -10.0906 8.2185 -0.069 -0.167 -0.173
C 14.4663 -6.9471 4.3071 0.089 0.130 -0.618
C 12.9641 -7.2269 4.3673 0.141 -0.215 0.587
C 12.2712 -6.3943 3.3019 0.047 0.184 -1.007
C 10.8509 -6.8330 2.9709 0.222 0.189 0.264
C 10.8489 -8.3290 2.6317 -0.696 1.213 0.363
C 11.5216 -9.2141 3.6744 0.144 -0.934 -0.137
N 12.8154 -8.6647 4.0743 0.144 0.892 -0.938
O 13.4852 -9.4379 5.0414 -0.833 -0.137 0.038
C 10.5735 -9.4531 4.8562 -0.254 0.690 1.156
C 11.8447 -10.5518 3.0032 0.128 -0.390 -0.094
C 12.4286 -6.7844 5.7431 -0.253 -0.235 0.130
H 14.6314 -5.8672 4.3340 0.141 -0.052 0.350
H 14.8604 -7.2877 3.3460 -0.147 -0.048 -0.033
H 15.0340 -7.4852 5.0613 -0.118 0.230 0.282
H 12.3282 -5.3401 3.5864 -0.134 -0.047 0.169
H 12.8277 -6.4440 2.3563 0.188 -0.198 0.154
H 10.4809 -6.2823 2.1026 0.093 0.030 -0.018
H 10.1617 -6.5566 3.7758 0.025 -0.358 0.127
H 11.2856 -8.4250 1.6378 0.188 -0.307 0.083
H 9.7884 -8.5885 2.5786 0.142 -0.495 -0.257
H 10.8975 -10.2319 5.5543 0.038 -0.300 -0.390
H 10.5114 -8.5733 5.5087 0.079 0.140 -0.270
H 9.5316 -9.6345 4.5866 0.162 -0.343 -0.312
H 12.4559 -11.1654 3.6648 -0.171 -0.071 0.083
H 10.9469 -11.1054 2.7244 -0.078 0.049 0.090
H 12.4374 -10.4149 2.0973 -0.041 0.253 0.022
H 12.6635 -7.5029 6.5310 0.305 0.139 -0.002
H 11.3414 -6.6795 5.7667 0.016 0.121 -0.193
H 12.8557 -5.8117 5.9879 0.023 -0.048 0.155
H 12.8571 -9.5298 5.7818 0.570 0.025 0.114
C 4.8884 -8.1309 9.2024 -0.583 -0.263 -0.082
C 5.0339 -7.0344 10.2543 -0.137 0.885 0.271
C 4.7663 -5.6457 9.6244 -0.644 -0.347 -0.906
C 3.2859 -5.2511 9.5202 0.821 -0.238 0.222
C 2.5745 -5.4831 10.8451 -0.530 0.075 -0.968
C 2.7212 -6.9246 11.3428 -1.006 0.372 1.249
N 4.1390 -7.2105 11.4001 0.614 0.805 0.280
O 4.4429 -8.3905 12.1122 -0.235 -0.374 -0.328
C 2.2057 -6.8763 12.7986 0.591 0.164 0.146
C 1.7792 -7.9073 10.6153 1.262 -0.493 -0.475
C 6.4699 -6.9353 10.7776 0.231 -1.046 -0.442
H 4.0055 -7.9813 8.5724 0.157 0.360 -0.087
H 4.6740 -9.0939 9.6730 0.625 -0.090 0.078
H 5.7631 -8.1510 8.5498 0.015 -0.245 0.036
H 5.3119 -4.8247 10.0900 0.098 -0.248 0.373
H 5.1482 -5.7364 8.6004 0.184 0.237 0.074
H 2.7956 -5.8419 8.7409 -0.030 0.003 0.021
H 3.2728 -4.2082 9.1976 -0.341 0.010 0.069
H 1.5166 -5.2866 10.6384 -0.059 -0.077 0.395
H 2.8755 -4.8021 11.6413 0.308 0.078 -0.151
H 2.8226 -6.1991 13.3981 0.008 0.071 -0.135
H 1.1909 -6.4789 12.8093 -0.120 -0.282 0.069
H 2.2876 -7.8499 13.2784 -0.373 -0.072 -0.092
H 1.6857 -8.8246 11.1980 -0.218 0.108 0.136
H 0.8077 -7.4641 10.4160 -0.063 -0.028 0.058
H 2.2458 -8.2429 9.6864 -0.328 0.200 -0.204
H 6.8141 -7.9057 11.1517 -0.099 0.125 0.282
H 6.5619 -6.1564 11.5305 -0.007 -0.026 0.083
H 7.1357 -6.7215 9.9355 -0.058 0.271 0.033
H 4.9119 -8.0831 12.8950 -0.030 0.010 -0.006
O 13.1475 -9.6830 7.8293 -0.308 -0.090 0.558
H 13.9251 -9.8533 8.3713 0.102 -0.042 -0.205
H 12.4029 -9.7003 8.4559 -0.123 -0.039 -0.144
O 9.4680 -8.9412 12.3564 0.021 -0.055 -0.111
H 9.2317 -8.0155 12.4731 -0.004 -0.032 0.040
H 9.7325 -9.0145 11.4297 0.135 -0.042 0.064
O 5.7407 -11.5252 10.7594 -0.140 0.098 -0.141
H 6.4878 -11.2632 10.2052 0.063 -0.090 0.115
H 5.8357 -12.4837 10.8363 -0.083 0.157 0.218
O 7.7411 -14.0017 7.5905 0.059 0.372 -0.183
H 6.7846 -13.9645 7.4006 -0.010 -0.315 -0.053
H 7.9812 -13.0793 7.7866 -0.086 -0.188 0.280
O 6.8250 -14.1430 10.5777 0.254 0.272 0.016
H 7.5526 -14.7407 10.7706 -0.138 -0.151 -0.083
H 7.1837 -13.5013 9.9414 0.020 -0.332 -0.168
O 12.4810 -7.5145 10.1975 -0.235 -0.093 0.091
H 13.1638 -7.9961 9.7221 -0.016 0.118 -0.111
H 11.6894 -8.0669 10.1065 0.207 -0.025 0.006
C 4.7650 -11.8218 7.2840 0.932 0.222 0.153
C 4.6889 -12.8219 6.1446 0.432 -0.709 0.628
C 5.6836 -12.5499 5.0433 -0.437 1.309 -0.788
O 5.0413 -14.1479 6.6397 -0.518 0.400 0.006
H 5.7464 -11.8490 7.7755 0.025 -0.196 -0.180
H 4.0631 -12.0319 8.0907 -0.286 0.197 -0.207
H 4.6932 -10.8013 6.8998 -0.479 -0.017 0.141
H 3.6467 -12.8277 5.8079 0.187 -0.178 -0.419
H 5.6214 -13.2032 4.1750 -0.003 -0.469 0.341
H 6.7122 -12.4786 5.3961 -0.017 -0.286 0.176
H 5.4520 -11.5622 4.6190 0.070 -0.003 0.162
H 4.3390 -14.4156 7.2445 0.159 -0.126 0.056
C 9.8463 -12.9676 4.8346 -0.407 0.126 -0.820
C 9.3023 -14.2362 4.1558 0.538 -0.294 0.171
C 10.3979 -14.9899 3.3845 -1.164 0.377 0.797
O 8.7692 -15.1463 5.1120 0.109 0.402 -0.147
H 9.3630 -12.8036 5.7979 0.186 -0.022 0.117
H 9.5842 -12.1153 4.2059 0.079 0.119 0.095
H 10.9338 -12.9690 4.9014 -0.005 -0.111 0.352
H 8.5232 -13.9499 3.4353 -0.093 -0.025 0.125
H 10.6974 -14.3640 2.5467 0.325 -0.318 -0.153
H 9.9310 -15.9312 3.0979 0.297 -0.027 -0.454
H 11.2017 -15.2052 4.0865 0.251 0.053 -0.214
H 8.3880 -14.6029 5.8189 -0.135 -0.410 0.244
```
Forces are in eV/Å.

gap between HOMO and LUMO (alpha / beta)	5.73 / 5.71	eV
energy relative to the best compared isomer or geometry (same formula, charge and spin)	0.0	kcal/mol
spin multiplicity	4
E_LUMO (alpha / beta)	-2.4 / -2.5	eV
charge	0
strongest force on any atom	3.7	eV/Å
energy	-81330.860	eV

Here are the Löwdin charges for atoms 1 to 4, given in e:
1. V 1.257
2. O -0.389
3. C -0.325
4. C -0.327

Entry 2:
ORCA calculation (ωB97M-V with the def2-TZVPD basis set) on a cluster of 7 separate species, C26H71N5O7 in total at a distorted geometry.

The geometry in XYZ format:
```
109
Properties=species:S:1:pos:R:3:forces:R:3
C 0.2530 -9.2997 -24.0483 -0.355 0.103 0.684
C -1.1415 -9.0897 -23.4303 -1.502 -0.817 -0.581
C -1.4373 -9.5446 -21.9799 0.360 -0.327 -0.234
O -2.8613 -9.7214 -21.7597 0.159 -0.055 -0.510
C -3.3394 -9.9496 -20.4185 1.730 0.072 -0.240
N -1.6633 -7.7509 -23.6386 0.905 0.163 0.001
H 1.0839 -8.7751 -23.5765 -0.098 0.128 0.249
H 0.1840 -8.9413 -25.0754 0.050 -0.135 0.020
H 0.4750 -10.3668 -24.0352 0.135 0.004 -0.118
H -1.7650 -9.7163 -24.0679 -0.207 -0.383 0.085
H -1.0180 -8.8106 -21.2918 -0.090 0.241 0.276
H -0.8309 -10.4441 -21.8740 -0.443 -0.626 0.580
H -3.1456 -9.0631 -19.8146 -0.188 0.156 0.125
H -2.7656 -10.7629 -19.9741 0.060 -0.180 0.125
H -4.3888 -10.2360 -20.3477 0.044 0.274 -0.735
H -1.1937 -7.2935 -22.8703 -0.397 1.214 0.081
H -2.6513 -7.7912 -23.4329 -0.142 0.235 0.225
C 1.5421 -0.4858 -15.6355 -1.267 -0.101 0.140
C 1.4408 -1.1793 -14.2684 0.706 0.927 -0.597
C 1.4141 -2.6965 -14.2718 -0.580 0.503 -0.189
O 0.0819 -3.0690 -14.5693 -0.193 1.635 -0.538
C -0.0718 -4.3186 -15.1565 0.548 -0.071 0.460
N 2.6516 -0.7361 -13.5879 -0.059 0.236 1.044
H 2.5800 -0.3724 -15.9486 -0.108 -0.712 -0.443
H 1.1731 0.5386 -15.5851 -0.026 0.189 0.454
H 0.8200 -0.9364 -16.3163 0.595 -0.313 -0.536
H 0.5357 -0.8187 -13.7795 -0.195 -0.131 0.112
H 1.6979 -3.0766 -13.2904 0.113 -0.068 0.213
H 2.1473 -3.0516 -14.9959 -0.038 -0.282 -0.261
H 0.1234 -4.9578 -14.2954 -0.223 -1.300 -0.654
H 0.6460 -4.4360 -15.9683 0.264 -0.378 -0.003
H -1.0584 -4.4211 -15.6084 -0.115 0.004 0.472
H 2.4020 -0.6059 -12.6180 0.355 -0.277 0.504
H 2.8420 0.2116 -13.8805 0.228 0.130 -0.190
C -7.1442 -5.9145 -23.0936 -1.353 -0.037 -0.868
C -6.8202 -6.0277 -24.6508 2.167 0.160 2.164
C -7.9650 -5.9106 -25.5752 -1.052 0.606 0.076
O -7.5105 -5.5623 -26.8900 0.252 -1.282 1.483
C -8.5644 -5.5264 -27.7756 -0.836 0.961 -1.609
N -5.8794 -4.8789 -24.7979 0.423 -0.426 -0.721
H -6.3697 -5.9402 -22.3271 0.816 0.047 -0.875
H -7.8688 -6.6021 -22.6574 -0.375 -0.313 -0.567
H -7.5823 -4.9173 -23.0523 -0.064 0.048 0.346
H -6.2615 -6.9286 -24.9047 -0.150 -0.381 0.172
H -8.6529 -5.1779 -25.1535 -0.070 0.815 -0.318
H -8.6031 -6.7943 -25.5739 0.351 -0.549 -0.301
H -8.2688 -5.7585 -28.7988 0.599 -0.102 0.054
H -8.9123 -4.4946 -27.8247 -0.569 0.107 0.033
H -9.4085 -6.1950 -27.6067 0.045 -0.131 0.647
H -4.9788 -5.3284 -24.7139 0.518 0.188 0.778
H -5.7828 -4.6314 -25.7723 -0.682 0.280 -0.491
C 5.6222 4.1262 -25.0377 -0.184 -0.197 -0.481
C 4.8934 2.8328 -24.6330 -1.246 0.901 -0.121
C 5.8333 2.0177 -23.7544 -1.444 -2.507 0.781
O 5.2768 0.6182 -23.5648 0.430 0.345 -0.737
C 6.1046 -0.2331 -22.7290 0.324 2.400 0.035
N 3.5435 3.2105 -24.0478 1.473 -0.995 0.880
H 6.0703 4.0111 -26.0246 0.276 -0.077 0.073
H 6.3980 4.4087 -24.3260 -0.077 0.064 0.037
H 4.9180 4.9509 -25.1481 -0.013 -0.012 0.236
H 4.6697 2.2240 -25.5091 0.431 -0.097 -0.240
H 5.9558 2.3826 -22.7346 0.086 0.555 -0.086
H 6.7907 1.9296 -24.2679 0.128 0.039 0.038
H 6.0424 0.2456 -21.7517 0.118 -0.495 0.527
H 7.1453 -0.1200 -23.0329 0.217 -0.221 -0.190
H 5.8836 -1.2980 -22.6575 -0.729 0.316 -0.535
H 2.9447 3.7485 -24.6577 0.435 0.045 -0.429
H 3.0646 2.3375 -23.8790 -0.238 -0.083 0.206
C 7.3436 -8.6587 -15.0624 0.840 -2.428 -0.496
C 6.5823 -7.4904 -15.4927 -0.697 2.029 0.383
C 5.3689 -7.8201 -16.4654 0.869 1.639 1.022
O 5.8521 -8.2671 -17.7128 0.621 -0.684 0.863
C 4.7970 -8.6237 -18.5374 -0.481 0.449 -1.311
N 6.2689 -6.7334 -14.2146 -0.995 -0.760 -0.662
H 7.5828 -9.2424 -15.9512 -0.087 -0.320 -0.119
H 6.7578 -9.2897 -14.3939 -0.116 0.015 0.011
H 8.3223 -8.5430 -14.5968 -0.130 0.777 0.196
H 7.2048 -6.8150 -16.0795 0.165 -0.197 -0.467
H 4.9161 -6.8518 -16.6782 -0.410 0.331 0.236
H 4.5744 -8.4412 -16.0518 0.246 -0.495 0.193
H 4.2301 -9.5046 -18.2362 0.117 -0.162 0.302
H 5.1602 -8.7608 -19.5559 0.337 -0.348 0.131
H 4.1056 -7.7896 -18.6573 -0.394 0.201 0.285
H 5.5610 -6.0155 -14.2742 -0.009 0.065 -0.361
H 7.1008 -6.3138 -13.8248 0.116 -0.100 -0.209
C 1.4463 -1.9605 -29.7903 2.035 -0.871 -3.277
C 1.3063 -1.6737 -28.3921 -0.515 -1.065 1.749
C 2.4941 -1.9329 -27.4475 -0.343 0.511 -0.014
O 0.8858 -0.3463 -28.3292 -0.223 1.437 1.144
H 0.5289 -1.9043 -30.3763 -0.231 -0.222 0.279
H 1.9663 -2.8960 -29.9964 -0.402 -0.447 0.044
H 2.1110 -1.2451 -30.2745 0.113 0.382 0.102
H 0.4957 -2.3246 -28.0645 -0.233 -0.160 0.595
H 2.9263 -2.9327 -27.4894 -0.154 -0.026 -0.548
H 2.1473 -1.8474 -26.4177 -0.057 0.294 0.015
H 3.2812 -1.1940 -27.5981 0.057 -0.012 -0.069
H 0.0238 -0.3078 -28.7499 -0.042 0.188 -0.004
C 0.8812 -2.6916 -22.1106 0.327 -0.321 0.859
C 0.6458 -3.9708 -21.2339 -0.993 2.509 0.433
C -0.8497 -4.0401 -20.9490 -0.363 1.034 0.153
O 1.1052 -5.1357 -21.7820 0.961 -1.514 -0.754
H 0.5017 -1.7902 -21.6293 -0.421 -0.178 0.262
H 0.3695 -2.7578 -23.0708 0.257 -0.160 -0.179
H 1.9420 -2.4523 -22.1849 0.110 -0.414 -0.537
H 1.2026 -3.8103 -20.3107 0.038 -0.179 0.147
H -1.1798 -3.1967 -20.3424 0.321 0.151 0.379
H -1.2285 -4.9223 -20.4329 0.230 -0.243 -0.444
H -1.3528 -3.7876 -21.8823 -0.374 -0.819 -0.226
H 0.9534 -5.1599 -22.7296 -0.123 0.083 -0.125
```
Forces are in eV/Å.

gap between HOMO and LUMO	9.47	eV
energy relative to the best compared isomer or geometry (same formula, charge and spin)	89.7	kcal/mol
SMILES	COC[C@H](C)N.COC[C@H](C)N.COC[C@H](C)N.COC[C@H](C)N.COC[C@H](C)N.CC(C)O.CC(C)O
E_LUMO	0.4	eV
charge	0
strongest force on any atom	4.0	eV/Å
energy	-49889.928	eV

Here are the Löwdin charges for atoms 1 to 4, given in e:
1. C -0.057
2. C -0.450
3. C -0.182
4. O -0.200